Entry 1:
{
  "formula": "C43H41N2O5SSbV",
  "method": "ωB97M-V/def2-TZVPD",
  "species": ["V", "O", "C", "O", "C", "C", "C", "C", "C", "N", "C", "O", "O", "H", "H", "H", "H", "S", "Sb", "C", "C", "C", "C", "C", "C", "C", "C", "C", "C", "C", "C", "C", "C", "C", "C", "C", "C", "H", "H", "H", "H", "H", "H", "H", "H", "H", "H", "H", "H", "H", "H", "H", "N", "C", "C", "C", "C", "C", "C", "H", "H", "H", "H", "H", "C", "C", "C", "C", "C", "C", "C", "C", "C", "C", "C", "C", "O", "H", "H", "H", "H", "H", "H", "H", "H", "H", "H", "H", "H", "H", "H", "H", "H", "H"],
  "coordinates": [[-0.3705, -1.2973, 0.4605], [-0.2046, -0.3895, -3.5529], [0.0253, -0.6306, -2.2580], [-0.7595, -0.2147, -1.3479], [1.1239, -1.4697, -1.9507], [2.1779, -1.9077, -2.7857], [3.0509, -2.8378, -2.2969], [2.8400, -3.4343, -1.0110], [1.8376, -2.9477, -0.2373], [1.0737, -1.9153, -0.6530], [1.2732, -3.5877, 1.0265], [1.7976, -4.5724, 1.5134], [0.1546, -3.0327, 1.4108], [-0.7985, 0.3780, -3.6010], [2.2731, -1.4838, -3.7767], [3.8899, -3.1569, -2.9030], [3.4365, -4.2578, -0.6469], [3.9786, 0.5413, 1.1274], [2.4703, 1.4714, -0.4339], [1.4374, 2.2564, -2.5599], [2.2324, 1.9271, -3.6579], [1.7814, 2.0755, -4.9669], [0.5029, 2.5628, -5.2153], [-0.3069, 2.9065, -4.1376], [0.1585, 2.7498, -2.8289], [3.9632, 2.8933, -1.1757], [5.1778, 2.3893, -1.6506], [6.1614, 3.2279, -2.1663], [5.9601, 4.6034, -2.1962], [4.7617, 5.1238, -1.7226], [3.7711, 4.2752, -1.2328], [1.3630, 2.9169, 0.7036], [-0.0068, 3.0734, 0.4872], [-0.7234, 4.0705, 1.1409], [-0.0780, 4.9039, 2.0470], [1.2755, 4.7177, 2.3137], [1.9912, 3.7320, 1.6416], [3.2388, 1.5479, -3.4972], [2.4271, 1.8054, -5.7967], [0.1421, 2.6725, -6.2321], [-1.3091, 3.2871, -4.3132], [-0.5036, 3.0304, -2.0204], [5.3640, 1.3211, -1.5916], [7.0913, 2.8087, -2.5358], [6.7325, 5.2633, -2.5770], [4.5942, 6.1954, -1.7372], [2.8300, 4.7026, -0.9020], [-0.5240, 2.3717, -0.1563], [-1.7851, 4.1890, 0.9535], [-0.6303, 5.6862, 2.5554], [1.7718, 5.3389, 3.0512], [3.0447, 3.5755, 1.8539], [0.2375, -0.2661, 1.6084], [0.2916, 0.0615, 2.9707], [-0.0162, 1.3279, 3.4635], [-0.0371, 1.5732, 4.8312], [0.2447, 0.5650, 5.7427], [0.5680, -0.6994, 5.2565], [0.6010, -0.9472, 3.8942], [-0.2501, 2.1248, 2.7713], [-0.2801, 2.5714, 5.1801], [0.2230, 0.7603, 6.8085], [0.7900, -1.5066, 5.9459], [0.8452, -1.9300, 3.5123], [-4.1791, 0.4715, 0.5999], [-4.3431, -0.4663, 1.8021], [-3.3018, -0.1437, 2.8789], [-4.3154, -1.9266, 1.3819], [-5.4252, -2.7249, 1.6378], [-5.4924, -4.0485, 1.2236], [-4.4326, -4.5697, 0.4968], [-3.3008, -3.8107, 0.2165], [-2.1822, -4.4010, -0.6252], [-1.5159, -5.5880, 0.0715], [-2.6846, -4.7886, -2.0185], [-3.2272, -2.4934, 0.7013], [-2.1402, -1.7653, 0.4686], [-4.3170, 1.5126, 0.9107], [-4.9146, 0.2427, -0.1759], [-3.1856, 0.3737, 0.1629], [-5.3356, -0.2929, 2.2288], [-2.2922, -0.2670, 2.4939], [-3.4116, -0.8037, 3.7432], [-3.4041, 0.8907, 3.2219], [-6.2593, -2.2874, 2.1787], [-6.3589, -4.6568, 1.4543], [-4.4822, -5.5922, 0.1337], [-1.4247, -3.6320, -0.7528], [-2.2313, -6.4049, 0.2155], [-1.1219, -5.2903, 1.0439], [-0.6793, -5.9655, -0.5238], [-3.3617, -5.6474, -1.9665], [-1.8467, -5.0546, -2.6693], [-3.2272, -3.9611, -2.4813]],
  "forces_ev_per_angstrom": [[0.4, 0.3, 1.3], [-0.2, 0.5, -0.2], [0.3, -0.4, 0.4], [0.2, -0.3, -0.3], [-0.1, 0.1, 0.1], [0.0, 0.0, 0.0], [0.0, -0.1, 0.1], [0.3, 0.0, -0.3], [-0.6, 0.2, 0.0], [0.5, -0.6, -0.8], [-0.4, 0.4, 0.0], [0.1, -0.1, 0.1], [0.5, -0.1, -0.3], [0.1, 0.0, 0.0], [0.0, 0.0, 0.0], [0.0, 0.0, 0.0], [0.0, 0.0, 0.0], [0.0, -0.2, 0.1], [0.3, 0.7, -0.5], [-0.2, -0.3, 0.2], [-0.1, 0.0, -0.1], [0.0, 0.0, 0.1], [0.0, 0.0, 0.1], [0.1, -0.1, 0.0], [0.0, 0.0, -0.2], [0.2, 0.0, 0.0], [0.0, 0.1, 0.1], [-0.1, 0.0, 0.0], [-0.1, 0.0, 0.0], [0.0, -0.1, 0.0], [0.0, -0.1, -0.1], [-0.2, 0.1, 0.0], [0.1, 0.0, 0.1], [0.1, 0.0, 0.0], [0.1, 0.0, 0.0], [-0.1, -0.1, 0.0], [-0.1, 0.0, 0.0], [0.0, 0.0, 0.0], [0.0, 0.0, 0.0], [0.0, 0.0, 0.0], [0.0, 0.0, 0.0], [0.0, 0.0, 0.0], [0.0, 0.0, 0.0], [0.0, 0.0, 0.0], [0.0, 0.0, 0.0], [0.0, 0.0, 0.0], [0.0, 0.0, 0.0], [0.0, 0.0, 0.0], [0.0, 0.0, 0.0], [0.0, 0.0, 0.0], [0.0, 0.0, 0.0], [0.0, 0.0, 0.0], [-0.2, 0.6, 0.8], [0.0, -0.5, -0.5], [-0.1, 0.3, 0.0], [0.0, 0.0, -0.1], [0.0, 0.0, -0.1], [0.0, 0.0, -0.1], [0.1, -0.1, 0.0], [0.0, -0.1, 0.0], [0.0, 0.0, 0.0], [0.0, 0.0, 0.0], [0.0, 0.0, 0.0], [0.0, 0.0, 0.0], [-0.1, 0.1, 0.0], [0.4, -0.1, -0.1], [-0.1, 0.0, 0.0], [-0.5, 0.1, 0.2], [0.0, 0.0, 0.0], [0.0, 0.0, 0.0], [0.1, 0.0, 0.0], [-0.1, -0.3, -0.1], [-0.1, 0.0, 0.1], [0.0, 0.0, 0.0], [0.0, 0.0, 0.0], [0.8, 0.2, -0.2], [-1.5, -0.3, -0.1], [0.0, 0.0, 0.0], [0.0, 0.0, 0.0], [0.0, 0.0, 0.0], [-0.1, 0.0, 0.0], [0.0, 0.0, 0.0], [0.0, 0.0, 0.0], [0.0, 0.0, 0.0], [0.0, 0.0, 0.0], [0.0, 0.0, 0.0], [0.0, 0.0, 0.0], [0.0, 0.1, 0.0], [0.0, 0.0, 0.0], [0.0, 0.0, 0.0], [0.0, 0.0, 0.0], [0.0, 0.0, 0.0], [0.0, 0.0, 0.0], [0.0, 0.0, 0.0]],
  "lowdin_spin": [1.0929, 0.0597, 0.1776, 0.1145, 0.1741, 0.0433, 0.0756, 0.1108, 0.0322, 0.1975, 0.0011, 0.0048, 0.0085, 0.0024, 0.0010, 0.0035, 0.0058, 0.4107, 0.2354, 0.2315, 0.0229, 0.0057, -0.0004, 0.0089, 0.0275, -0.0040, -0.0004, 0.0007, -0.0004, 0.0006, 0.0006, 0.0134, 0.0012, -0.0002, 0.0011, 0.0004, 0.0037, 0.0023, 0.0014, 0.0000, 0.0017, 0.0030, -0.0009, 0.0000, -0.0001, 0.0000, 0.0004, 0.0003, 0.0000, 0.0001, 0.0001, 0.0014, -0.1030, -0.0129, -0.0042, 0.0001, -0.0013, -0.0001, -0.0046, -0.0002, 0.0000, -0.0001, -0.0001, -0.0002, 0.0002, 0.0006, 0.0005, 0.0049, -0.0007, 0.0069, -0.0005, 0.0058, 0.0008, 0.0005, 0.0004, 0.0014, 0.0303, 0.0000, 0.0000, 0.0001, 0.0000, 0.0002, 0.0000, 0.0001, -0.0003, 0.0006, -0.0002, 0.0002, 0.0000, 0.0001, 0.0002, 0.0000, 0.0001, 0.0000],
  "gap_ev": [5.47, 6.22],
  "s2": 3.800,
  "spin_multiplicity": 4,
  "charge": -2
}

---

Entry 2:
{
  "formula": "C43H42F5N4O4STe2Tl",
  "method": "ωB97M-V/def2-TZVPD",
  "species": ["Tl", "O", "C", "O", "C", "C", "C", "C", "C", "C", "S", "H", "H", "H", "H", "C", "Te", "C", "C", "C", "C", "C", "C", "C", "H", "H", "H", "H", "H", "H", "H", "H", "C", "C", "C", "O", "C", "H", "H", "H", "H", "H", "H", "H", "H", "Te", "C", "C", "C", "C", "C", "C", "C", "C", "C", "C", "C", "C", "H", "H", "H", "H", "H", "H", "H", "H", "H", "H", "C", "N", "C", "N", "C", "N", "C", "N", "C", "C", "H", "H", "H", "H", "H", "H", "H", "H", "H", "H", "H", "H", "F", "C", "C", "F", "C", "F", "C", "O", "C", "F", "C", "F"],
  "coordinates": [[-0.0516, 0.4688, -0.0275], [-2.0998, 4.2381, 0.6961], [-1.9007, 3.1674, 1.2897], [-2.0848, 2.0032, 0.7995], [-1.4650, 3.2357, 2.7424], [-2.3515, 3.8549, 3.6206], [-2.0775, 3.9655, 4.9742], [-0.8752, 3.4626, 5.4572], [0.0224, 2.8649, 4.5913], [-0.2416, 2.7333, 3.2198], [0.9849, 1.9865, 2.1963], [-3.2712, 4.2602, 3.2139], [-2.7886, 4.4384, 5.6420], [-0.6354, 3.5356, 6.5128], [0.9609, 2.4735, 4.9648], [-1.1515, -2.7636, 3.8153], [-0.6244, -0.7435, 3.2597], [1.3365, -1.5956, 3.2214], [1.3031, -2.7384, 4.1960], [2.4567, -3.2370, 4.7897], [2.3938, -4.2964, 5.6845], [1.1678, -4.8710, 5.9870], [0.0134, -4.3827, 5.3901], [0.0687, -3.3185, 4.4980], [-1.3693, -3.3340, 2.9103], [-2.0267, -2.7803, 4.4642], [2.0639, -0.8321, 3.4871], [1.5225, -1.9488, 2.2039], [3.4121, -2.7853, 4.5480], [3.3004, -4.6699, 6.1459], [1.1094, -5.6970, 6.6858], [-0.9466, -4.8326, 5.6188], [-0.4830, 4.5633, -2.7994], [0.1290, 3.7719, -3.9711], [0.9759, 2.6874, -3.2761], [0.6185, 2.7154, -1.9085], [0.3036, 4.0696, -1.5913], [-1.5321, 4.3028, -2.6630], [-0.4093, 5.6433, -2.9305], [0.7538, 4.4008, -4.6078], [-0.6428, 3.3277, -4.6001], [2.0494, 2.9025, -3.3897], [0.7844, 1.6816, -3.6506], [1.2363, 4.6389, -1.4615], [-0.2647, 4.0831, -0.6641], [-3.5210, 2.1436, -1.4235], [-4.6062, 1.8151, -3.2676], [-5.7651, 1.0402, -3.3250], [-6.4436, 0.8483, -4.5190], [-5.9844, 1.4448, -5.6888], [-4.8408, 2.2270, -5.6491], [-4.1581, 2.4024, -4.4489], [-3.2571, 0.0545, -1.2047], [-2.8379, -0.7025, -2.2971], [-2.5593, -2.0539, -2.1533], [-2.6957, -2.6645, -0.9125], [-3.1227, -1.9157, 0.1738], [-3.4046, -0.5621, 0.0316], [-6.1314, 0.5687, -2.4197], [-7.3344, 0.2309, -4.5400], [-6.5122, 1.2939, -6.6231], [-4.4674, 2.6907, -6.5553], [-3.2512, 2.9985, -4.4340], [-2.6959, -0.2281, -3.2610], [-2.2051, -2.6231, -3.0054], [-2.4464, -3.7120, -0.7930], [-3.2085, -2.3789, 1.1491], [-3.6861, 0.0295, 0.8936], [3.5137, 1.9985, -0.3634], [4.9637, 1.8904, -0.6154], [5.5384, 1.0578, 0.4472], [4.9405, -0.2742, 0.5122], [3.4912, -0.1154, 0.7325], [2.8731, 0.6872, -0.3322], [3.1002, 0.0058, -1.6099], [4.5384, -0.1507, -1.8897], [5.1476, 1.1783, -1.8828], [5.1207, -0.9248, -0.7879], [3.0548, 2.5955, -1.1535], [3.3415, 2.4983, 0.5911], [5.3838, 1.5602, 1.4046], [6.6142, 0.9564, 0.2689], [3.3236, 0.3884, 1.6871], [3.0198, -1.0976, 0.7425], [2.6526, 0.5992, -2.4095], [2.6217, -0.9743, -1.5696], [4.7025, 1.7731, -2.6855], [6.2208, 1.0763, -2.0754], [6.1922, -1.0516, -0.9751], [4.6391, -1.9035, -0.7580], [-1.4225, -6.7937, -1.8727], [-0.7096, -5.7195, -1.4547], [-0.2439, -4.7749, -2.3561], [-0.5259, -4.9246, -3.6673], [0.4915, -3.6928, -1.9293], [0.9025, -2.8032, -2.8570], [0.8232, -3.4426, -0.5651], [1.4990, -2.4413, -0.1933], [0.3241, -4.4497, 0.3077], [0.5829, -4.3445, 1.6301], [-0.4111, -5.5372, -0.1156], [-0.8438, -6.4464, 0.7826]],
  "forces_ev_per_angstrom": [[-0.1, -0.1, 0.0], [0.0, 0.0, 0.0], [0.1, 0.0, 0.0], [0.0, 0.0, 0.1], [0.0, 0.0, 0.0], [0.0, 0.0, 0.0], [0.0, 0.0, 0.0], [0.0, 0.0, 0.0], [0.0, 0.0, 0.0], [-0.1, 0.0, -0.1], [0.0, 0.0, 0.0], [0.0, 0.0, 0.0], [0.0, 0.0, 0.0], [0.0, 0.0, 0.0], [0.0, 0.0, 0.0], [0.0, 0.0, 0.0], [0.0, 0.1, 0.0], [0.0, 0.0, -0.1], [0.1, 0.0, 0.0], [0.0, 0.0, 0.0], [0.0, 0.0, 0.0], [0.0, 0.0, 0.0], [0.0, 0.0, 0.0], [-0.1, 0.0, 0.0], [0.0, 0.0, 0.0], [0.0, 0.0, 0.0], [0.0, 0.0, 0.0], [0.0, 0.0, 0.0], [0.0, 0.0, 0.0], [0.0, 0.0, 0.0], [0.0, 0.0, 0.0], [0.0, 0.0, 0.0], [0.0, 0.0, 0.0], [0.0, 0.0, 0.0], [-0.1, 0.0, 0.0], [0.1, 0.0, 0.0], [0.0, 0.0, 0.0], [0.0, 0.0, 0.0], [0.0, 0.0, 0.0], [0.0, 0.0, 0.0], [0.0, 0.0, 0.0], [0.0, 0.0, 0.0], [0.0, 0.0, 0.0], [0.0, 0.0, 0.0], [0.0, 0.0, 0.0], [-0.1, 0.0, 0.0], [0.0, 0.0, 0.0], [0.0, 0.0, 0.0], [0.0, 0.0, 0.0], [0.0, 0.0, 0.0], [0.0, 0.0, 0.0], [0.0, 0.0, 0.0], [0.1, 0.0, -0.1], [0.0, 0.0, 0.0], [0.0, 0.0, 0.0], [0.0, 0.0, 0.0], [0.0, 0.0, 0.0], [0.0, 0.1, 0.1], [0.0, 0.0, 0.0], [0.0, 0.0, 0.0], [0.0, 0.0, 0.0], [0.0, 0.0, 0.0], [0.0, 0.0, 0.0], [0.0, 0.0, 0.0], [0.0, 0.0, 0.0], [0.0, 0.0, 0.0], [0.0, 0.0, 0.0], [0.0, 0.0, 0.0], [0.0, 0.0, 0.0], [0.0, 0.0, 0.0], [0.0, 0.0, 0.0], [0.0, 0.0, 0.0], [0.0, 0.1, 0.0], [0.0, -0.1, 0.1], [0.0, 0.0, 0.0], [0.0, 0.0, 0.0], [0.0, 0.0, 0.0], [0.0, 0.0, 0.0], [0.0, 0.0, 0.0], [0.0, 0.0, 0.0], [0.0, 0.0, 0.0], [0.0, 0.0, 0.0], [0.0, 0.0, 0.0], [0.0, 0.0, 0.0], [0.0, 0.0, 0.0], [0.0, 0.0, 0.0], [0.0, 0.0, 0.0], [0.0, 0.0, 0.0], [0.0, 0.0, 0.0], [0.0, 0.0, 0.0], [0.0, 0.0, 0.0], [0.0, 0.0, 0.0], [0.0, 0.0, 0.0], [0.0, 0.0, 0.0], [-0.1, 0.0, 0.0], [0.0, 0.0, 0.0], [0.0, 0.0, -0.1], [0.0, 0.0, 0.2], [0.0, 0.0, 0.1], [0.0, 0.0, 0.0], [0.0, 0.0, 0.0], [0.0, 0.0, 0.0]],
  "lowdin_charge": [0.6973, -0.0476, -0.6973, -0.3523, -0.1629, -0.0502, -0.1231, -0.1258, -0.1629, -0.6752, 0.4520, 0.1101, 0.0811, 0.0853, 0.0850, -0.4427, 1.2706, -0.4220, -0.2900, -0.0437, -0.1109, -0.1140, -0.0545, -0.3053, 0.0401, 0.0444, 0.0448, 0.0334, 0.1103, 0.0880, 0.0869, 0.1044, -0.1571, -0.1477, -0.2158, -0.2566, -0.1821, 0.0631, 0.1055, 0.0975, 0.0916, 0.1065, 0.1210, 0.1244, 0.1012, 1.4735, -0.5283, -0.1459, -0.1097, -0.1231, -0.1142, -0.1568, -0.5544, -0.1504, -0.0795, -0.0796, -0.0914, -0.1722, 0.0948, 0.0913, 0.0869, 0.0906, 0.0736, 0.0977, 0.1017, 0.0921, 0.0953, 0.0957, -0.1819, -0.0873, -0.1912, -0.0832, -0.1837, -0.1378, -0.1752, -0.0837, -0.1954, -0.1781, 0.1104, 0.0928, 0.1227, 0.1132, 0.0919, 0.0978, 0.1118, 0.1022, 0.1163, 0.1130, 0.1141, 0.1274, 0.0621, -0.1867, -0.1837, 0.0788, -0.1592, 0.0762, -0.3446, -0.1064, -0.1373, 0.0859, -0.1757, 0.0824],
  "gap_ev": 6.14,
  "spin_multiplicity": 1,
  "charge": -2
}

---

Record-wise DFT total energy values, in eV: -101537.78733, -103127.43192